11
Properties=species:S:1:pos:R:3:forces:R:3:nbo_charge:R:1 method="wB97M-V/def2-TZVPD" orbital_gap_ev="7.39 / 7.39" lumo_ha="-0.0431 / -0.0431" homo_ev="-8.562 / -8.559" charge=0 max_force_ev_per_a=1.06
N 3.865 0.630 0.321 -0.97 -0.08 -0.42 -0.314
H -0.935 -1.708 -0.560 -0.02 0.08 0.08 0.242
H 0.135 1.260 0.620 0.02 0.07 0.11 0.333
H -1.241 -1.313 1.133 -0.03 0.04 -0.12 0.249
C -0.953 0.379 -0.160 0.04 0.01 0.02 -0.048
H -2.531 -1.064 -0.049 0.13 0.03 0.03 0.234
H -1.653 1.210 -0.084 0.13 -0.08 -0.04 0.221
C -1.451 -1.005 0.102 -0.01 -0.05 0.00 -0.668
C 1.579 0.398 -0.803 -0.31 0.11 0.16 -0.116
C 0.382 0.666 -0.370 0.21 -0.20 -0.20 -0.317
C 2.802 0.546 -0.150 0.82 0.08 0.39 0.185